This record from the Open Molecules 2025 dataset describes the ion C5H6N with charge +1 at a distorted geometry. The level of theory is ωB97M-V with the def2-TZVPD basis set.

Geometry as XYZ:
```
12
Properties=species:S:1:pos:R:3:forces:R:3:nbo_charge:R:1
C -0.095982 -0.437391 -0.524752 2.540 -1.726 -1.539 0.00
C -0.056713 -1.527306 -1.294997 -0.920 -1.575 -0.578 -0.19
C 0.900803 1.462872 0.695929 -1.253 -0.853 -0.636 -0.32
C -1.870314 0.220840 0.985792 -1.435 -0.937 1.240 0.41
C 1.051800 0.405431 -0.119274 0.476 1.166 0.486 -0.24
N -1.177669 -0.214337 0.184098 -3.191 1.373 2.563 -0.17
H 0.850789 -1.711145 -1.765155 1.810 -0.042 -0.738 0.22
H -0.720729 -2.420690 -1.561479 0.054 2.064 0.947 0.26
H 1.779588 2.067313 0.898585 -0.485 0.106 0.414 0.25
H -0.159299 1.692074 1.069693 2.144 0.315 -0.315 0.18
H -2.577952 0.308215 1.876896 1.145 0.227 -1.637 0.34
H 2.075679 0.154123 -0.445337 -0.885 -0.118 -0.207 0.26
```
Forces are in eV/Å.

Values from the calculation:
- E: -6761.4666 eV
- HOMO energy: -0.519 hartree
- Total charge: +1
- SMILES: C#[N+]C(=C)C=C
- E_LUMO: -5.550 eV
- Orbital gap: 8.57 eV